Entry 1:
77
Properties=species:S:1:pos:R:3:mulliken_spin:R:1 method="wB97M-V/def2-TZVPD" multiplicity=3 total_charge=-1 gap_ev="5.606 / 5.464"
Ni -0.398 -1.059 1.387 1.61
C 0.091 0.780 4.492 0.00
N -0.047 1.485 3.239 0.00
C 0.538 2.653 2.923 0.02
C 0.394 2.835 1.568 -0.01
C 0.943 3.735 0.593 0.00
C 0.613 3.534 -0.690 0.00
C -0.471 2.583 -1.079 0.01
N -0.712 1.491 -0.157 0.03
C 1.512 0.313 4.746 0.00
C 2.275 -0.200 3.700 0.01
C 3.572 -0.632 3.926 0.00
C 4.119 -0.558 5.200 0.00
C 3.369 -0.040 6.244 0.00
C 2.071 0.398 6.015 0.00
H -0.588 -0.074 4.443 0.01
H -0.228 1.439 5.302 0.00
H 1.043 3.244 3.670 0.00
H 1.677 4.472 0.895 0.00
H 1.035 4.118 -1.496 0.00
H -0.305 2.170 -2.075 0.00
H 1.842 -0.289 2.706 -0.01
H 4.146 -1.031 3.100 0.00
H 5.129 -0.909 5.377 0.00
H 3.796 0.029 7.237 0.00
H 1.487 0.807 6.833 0.00
C 3.466 -2.593 -1.752 0.01
C 2.382 -2.781 -0.689 0.01
Ge 1.234 -1.167 -0.269 0.01
C 2.628 0.317 -0.297 0.02
C 2.881 0.983 -1.650 0.01
C 0.379 -0.930 -2.087 0.10
C -0.829 -0.443 -2.395 -0.04
Ge -1.923 0.128 -0.823 0.05
C -2.307 -1.611 0.125 0.03
C -3.543 -2.256 -0.518 0.01
C -3.702 1.028 -0.512 0.00
C -4.624 1.425 -1.663 0.00
C -1.372 -0.360 -3.769 -0.01
C -0.544 -0.309 -4.896 0.00
C -1.077 -0.224 -6.172 0.00
C -2.451 -0.180 -6.363 0.00
C -3.289 -0.231 -5.259 0.00
C -2.751 -0.317 -3.985 0.00
H 4.117 -3.472 -1.814 0.00
H 4.096 -1.730 -1.529 0.00
H 3.029 -2.438 -2.743 0.00
H 2.846 -3.085 0.255 0.00
H 1.722 -3.605 -0.975 0.00
H 3.559 -0.109 0.094 0.00
H 2.317 1.081 0.424 0.00
H 3.246 0.263 -2.387 0.00
H 3.625 1.786 -1.574 0.00
H 1.959 1.417 -2.044 0.00
H 0.970 -1.323 -2.922 0.00
H -2.502 -1.468 1.195 0.01
H -1.471 -2.298 -0.028 -0.01
H -4.463 -1.716 -0.282 0.00
H -3.651 -3.283 -0.164 0.00
H -3.441 -2.293 -1.608 0.00
H -3.434 1.914 0.061 0.00
H -4.220 0.348 0.166 0.00
H -4.114 2.096 -2.357 0.00
H -5.500 1.951 -1.274 0.00
H -4.979 0.556 -2.220 0.00
H 0.530 -0.323 -4.768 0.00
H -0.414 -0.181 -7.028 0.00
H -2.868 -0.098 -7.360 0.00
H -4.364 -0.199 -5.385 0.00
H -3.411 -0.364 -3.126 0.00
I -0.421 -4.397 2.098 0.01
C -0.446 -2.387 2.963 0.15
H 0.384 -2.434 3.670 -0.01
H -1.375 -2.397 3.547 -0.01
S -1.838 3.828 -1.287 0.01
C -0.363 1.709 1.135 -0.01
N -0.586 0.875 2.147 0.02



Entry 2:
77
Properties=species:S:1:pos:R:3:mulliken_spin:R:1 method="wB97M-V/def2-TZVPD" multiplicity=2 total_charge=+3 gap_ev="7.054 / 7.062"
Ru -0.040 0.732 -0.632 0.39
N 1.333 2.406 -0.060 0.03
C 1.238 3.544 -1.022 -0.01
C -0.189 3.657 -1.522 0.00
N -0.618 2.357 -2.094 0.01
C -2.090 2.256 -2.263 0.00
C -2.449 0.805 -2.513 -0.01
N -1.905 -0.004 -1.380 -0.01
C 0.065 2.118 -3.410 0.00
C 0.664 0.728 -3.495 -0.01
N 1.334 0.474 -2.197 -0.01
H 1.056 2.730 0.863 -0.01
H 2.303 2.125 0.071 0.00
H 1.936 3.362 -1.839 0.00
H 1.557 4.475 -0.554 0.00
H -0.288 4.467 -2.249 0.00
H -0.855 3.883 -0.688 0.00
H -2.443 2.905 -3.068 0.00
H -2.551 2.591 -1.334 0.00
H -2.021 0.442 -3.444 0.00
H -3.528 0.667 -2.586 0.00
H -1.975 -1.001 -1.584 0.01
H -2.531 0.135 -0.586 0.00
H 0.861 2.853 -3.527 0.00
H -0.634 2.296 -4.228 0.00
H 1.360 0.640 -4.329 0.00
H -0.097 -0.040 -3.614 0.00
H 2.090 1.148 -2.087 0.00
H 1.800 -0.435 -2.201 0.01
N 0.457 -1.356 1.666 0.02
P 0.299 0.304 1.920 0.33
C 0.704 0.654 3.625 0.05
C 2.036 0.511 4.030 0.06
C 2.378 0.739 5.356 -0.01
C 1.400 1.134 6.264 0.03
C 0.084 1.301 5.858 -0.01
C -0.274 1.067 4.534 0.03
C -1.445 0.665 1.643 0.02
C -1.825 1.981 1.353 0.00
C -3.172 2.300 1.161 0.01
C -4.130 1.309 1.256 0.01
C -3.762 -0.009 1.560 0.00
C -2.435 -0.333 1.752 -0.03
P 0.544 -1.456 -0.012 0.04
C -0.541 -2.791 -0.539 0.00
C -0.848 -2.964 -1.894 0.00
C -1.623 -4.034 -2.308 0.00
C -2.095 -4.946 -1.371 0.00
C -1.789 -4.787 -0.027 0.00
C -1.014 -3.714 0.392 0.00
C 2.227 -1.902 -0.470 0.00
C 3.295 -1.437 0.300 0.00
C 4.597 -1.758 -0.053 0.01
C 4.843 -2.530 -1.181 0.00
C 3.787 -2.990 -1.958 0.00
C 2.480 -2.685 -1.603 0.00
H 0.841 -2.003 2.346 0.00
H 2.806 0.223 3.322 0.00
H 3.403 0.619 5.680 0.00
H 1.670 1.317 7.296 0.00
H -0.669 1.609 6.572 0.00
H -1.305 1.193 4.228 0.01
H -1.094 2.781 1.375 0.00
H -3.465 3.326 0.973 0.00
H -5.177 1.554 1.127 0.00
H -4.527 -0.768 1.669 0.00
H -2.147 -1.348 1.993 0.00
H -0.459 -2.278 -2.643 0.00
H -1.851 -4.166 -3.358 0.00
H -2.699 -5.785 -1.691 0.00
H -2.149 -5.504 0.699 0.00
H -0.785 -3.610 1.445 0.00
H 3.117 -0.837 1.185 0.01
H 5.422 -1.417 0.559 0.00
H 5.859 -2.789 -1.446 0.00
H 3.980 -3.607 -2.825 0.00
H 1.667 -3.099 -2.186 0.00



Entry 3:
77
Properties=species:S:1:pos:R:3:mulliken_spin:R:1 method="wB97M-V/def2-TZVPD" multiplicity=6 total_charge=+3 gap_ev="8.184 / 5.918"
Ru 0.369 1.108 0.247 3.80
N -1.399 2.602 0.285 0.11
C -1.057 3.947 0.816 0.01
C 0.373 4.272 0.439 -0.01
N 1.303 3.209 0.891 0.08
C 1.479 3.245 2.371 0.00
C 1.514 1.866 3.023 -0.01
N 0.395 1.027 2.521 0.15
C 2.592 3.355 0.174 0.00
C 3.532 2.208 0.475 0.00
N 2.836 0.920 0.221 0.11
H -1.719 2.681 -0.682 -0.01
H -2.199 2.220 0.784 -0.01
H -1.201 3.926 1.897 0.00
H -1.737 4.706 0.427 0.00
H 0.675 5.250 0.827 0.00
H 0.453 4.329 -0.651 0.01
H 0.663 3.824 2.803 0.00
H 2.393 3.789 2.625 0.00
H 1.462 1.968 4.109 0.01
H 2.435 1.332 2.801 0.00
H -0.490 1.372 2.891 0.00
H 0.485 0.075 2.878 -0.01
H 3.057 4.316 0.416 0.01
H 2.365 3.370 -0.896 0.02
H 3.864 2.228 1.512 0.00
H 4.433 2.297 -0.132 0.01
H 3.157 0.215 0.880 -0.02
H 3.093 0.553 -0.694 -0.02
N -0.849 -1.917 -0.426 0.02
P -1.944 -0.660 -0.256 0.18
C -3.446 -1.332 0.420 0.10
C -3.432 -1.768 1.752 0.04
C -4.560 -2.349 2.298 -0.01
C -5.710 -2.484 1.526 0.03
C -5.734 -2.042 0.210 0.00
C -4.607 -1.460 -0.348 0.03
C -2.248 0.083 -1.855 0.07
C -3.185 1.124 -1.956 0.03
C -3.424 1.724 -3.179 -0.01
C -2.730 1.297 -4.309 0.04
C -1.805 0.270 -4.217 -0.01
C -1.556 -0.338 -2.994 0.02
P 0.744 -1.412 -0.237 0.22
C 1.692 -1.745 -1.712 -0.07
C 1.862 -0.748 -2.674 0.04
C 2.534 -1.019 -3.854 0.02
C 3.034 -2.296 -4.084 0.00
C 2.859 -3.300 -3.140 0.00
C 2.194 -3.029 -1.957 -0.01
C 1.462 -2.296 1.143 0.00
C 0.639 -2.811 2.147 0.01
C 1.202 -3.430 3.254 -0.01
C 2.583 -3.522 3.372 0.01
C 3.407 -3.003 2.379 0.00
C 2.854 -2.391 1.266 0.01
H -1.146 -2.870 -0.613 0.00
H -2.543 -1.652 2.361 0.01
H -4.553 -2.691 3.323 0.00
H -6.593 -2.938 1.955 0.00
H -6.629 -2.155 -0.385 0.00
H -4.629 -1.137 -1.380 0.00
H -3.767 1.426 -1.092 0.00
H -4.165 2.507 -3.261 0.00
H -2.928 1.760 -5.267 0.00
H -1.289 -0.074 -5.102 0.00
H -0.849 -1.154 -2.934 0.01
H 1.449 0.250 -2.525 -0.01
H 2.668 -0.243 -4.594 0.00
H 3.561 -2.509 -5.005 0.00
H 3.244 -4.292 -3.330 0.00
H 2.075 -3.817 -1.223 0.00
H -0.439 -2.764 2.055 0.01
H 0.564 -3.854 4.017 0.00
H 3.020 -4.015 4.230 0.00
H 4.481 -3.095 2.464 0.00
H 3.508 -2.038 0.477 0.00



Entry 4:
84
Properties=species:S:1:pos:R:3:mulliken_spin:R:1 method="wB97M-V/def2-TZVPD" multiplicity=2 total_charge=-1 gap_ev="6.811 / 7.955"
Ti 0.121 -1.681 -2.089 0.99
C -3.471 2.153 2.808 0.00
C -3.650 0.638 3.008 0.00
C -2.879 0.222 4.263 0.00
C -5.133 0.316 3.243 0.00
C -3.135 -0.066 1.754 0.00
C -1.959 -0.797 1.737 0.01
C -1.494 -1.325 0.548 -0.01
Se 0.125 -2.400 0.482 0.00
C 1.586 -1.112 0.528 0.00
C 1.890 -0.427 1.683 0.01
C 2.938 0.486 1.688 0.00
C 3.680 0.601 0.521 0.00
C 3.419 -0.088 -0.664 0.00
C 2.302 -0.949 -0.681 -0.01
O 1.856 -1.602 -1.746 -0.01
C 4.388 0.153 -1.835 0.00
C 4.527 1.663 -2.092 0.00
C 3.983 -0.489 -3.166 0.00
C 5.757 -0.423 -1.433 0.00
C 3.230 1.301 2.946 0.00
C 1.943 2.002 3.409 0.00
C 4.291 2.379 2.706 0.00
C 3.732 0.366 4.056 0.00
C -2.173 -1.166 -0.681 0.01
O -1.618 -1.692 -1.759 -0.03
C -3.394 -0.450 -0.671 0.00
C -3.815 0.074 0.546 0.00
C -4.300 -0.184 -1.890 0.00
C -3.806 -0.727 -3.237 0.00
C -4.473 1.337 -2.049 0.00
C -5.670 -0.827 -1.617 0.00
H -3.789 2.704 3.698 0.00
H -4.054 2.502 1.954 0.00
H -2.422 2.381 2.610 0.00
H -3.303 0.732 5.130 0.00
H -1.824 0.494 4.197 0.00
H -2.951 -0.855 4.430 0.00
H -5.486 0.807 4.154 0.00
H -5.270 -0.761 3.351 0.00
H -5.757 0.656 2.417 0.00
H -1.391 -0.977 2.641 0.00
H 1.301 -0.615 2.572 0.00
H 4.527 1.273 0.515 0.00
H 3.553 2.093 -2.324 0.00
H 5.194 1.830 -2.942 0.00
H 4.947 2.197 -1.237 0.00
H 3.008 -0.136 -3.494 0.00
H 3.952 -1.573 -3.096 0.00
H 4.718 -0.209 -3.926 0.00
H 6.163 0.079 -0.552 0.00
H 6.465 -0.305 -2.257 0.00
H 5.667 -1.487 -1.203 0.00
H 1.528 2.605 2.599 0.00
H 2.154 2.656 4.259 0.00
H 1.183 1.283 3.714 0.00
H 3.987 3.057 1.906 0.00
H 5.255 1.939 2.445 0.00
H 4.426 2.964 3.618 0.00
H 2.999 -0.412 4.273 0.00
H 3.921 0.929 4.975 0.00
H 4.659 -0.121 3.749 0.00
H -4.743 0.632 0.541 0.00
H -2.870 -0.265 -3.535 0.00
H -4.557 -0.491 -3.997 0.00
H -3.670 -1.806 -3.212 0.00
H -3.497 1.814 -2.140 0.00
H -5.001 1.778 -1.201 0.00
H -5.049 1.552 -2.952 0.00
H -5.566 -1.908 -1.503 0.00
H -6.342 -0.627 -2.456 0.00
H -6.128 -0.433 -0.707 0.00
F -1.089 1.695 -3.052 0.00
B 0.055 1.009 -2.721 0.01
F 0.125 -0.224 -3.524 0.01
F -0.009 0.541 -1.376 0.01
F 1.201 1.737 -2.938 0.00
F -1.098 -4.130 -3.150 0.00
C -0.003 -3.300 -3.332 -0.03
F -0.064 -2.941 -4.681 0.02
C 1.223 -4.196 -3.197 0.02
F 1.462 -4.439 -1.886 0.00
F 1.159 -5.421 -3.768 0.00
F 2.310 -3.593 -3.708 0.00



Entry 5:
85
Properties=species:S:1:pos:R:3:mulliken_spin:R:1 method="wB97M-V/def2-TZVPD" multiplicity=3 gap_ev="4.404 / 6.960"
Ti -1.256 0.258 0.551 0.80
C 3.806 -1.095 2.138 0.07
N 2.781 -0.402 1.427 0.08
C 2.914 0.688 0.613 0.05
C 1.664 1.013 0.182 0.01
N 0.754 0.151 0.710 0.02
C 1.443 -0.697 1.490 0.26
P 0.718 -1.903 2.593 0.24
C -0.483 -2.540 1.297 0.11
N -0.995 -1.777 0.308 -0.05
C -1.284 -2.621 -0.722 0.04
C -0.938 -3.898 -0.390 0.02
N -0.415 -3.845 0.870 0.05
C 0.009 -4.941 1.688 0.02
C -0.601 -0.838 3.336 0.05
N -1.415 -0.112 2.578 -0.03
C -2.116 0.696 3.414 0.02
C -1.717 0.466 4.700 -0.01
N -0.756 -0.499 4.643 0.01
C -0.001 -1.037 5.736 0.02
H 4.782 -0.702 1.856 0.01
H 3.761 -2.161 1.899 0.00
H 3.660 -0.982 3.217 -0.03
H 3.862 1.152 0.431 0.00
H 1.359 1.836 -0.442 -0.01
H -1.732 -2.272 -1.636 0.00
H -1.007 -4.814 -0.942 0.00
H -0.213 -5.884 1.192 0.00
H -0.510 -4.913 2.649 0.00
H 1.083 -4.873 1.881 -0.01
H -2.853 1.389 3.043 0.00
H -2.016 0.925 5.623 0.00
H -0.394 -0.665 6.682 0.00
H 1.043 -0.735 5.638 0.00
H -0.056 -2.128 5.722 0.00
O -1.070 2.106 0.934 0.02
N -0.660 3.260 1.433 -0.01
C -1.186 4.369 0.871 0.01
C -0.825 5.629 1.258 0.00
C 0.125 5.776 2.278 0.01
C 0.646 4.651 2.857 0.00
C 0.267 3.355 2.456 0.03
S 0.924 2.010 3.203 0.00
H -1.908 4.167 0.090 0.00
H -1.264 6.480 0.766 0.00
H 0.445 6.754 2.598 0.00
H 1.373 4.707 3.654 0.00
C -4.269 -1.476 1.386 0.00
C -4.241 -0.228 0.487 0.00
C -4.740 -0.587 -0.925 0.00
O -2.981 0.297 0.434 0.03
H -5.291 -1.815 1.546 0.00
H -3.809 -1.245 2.346 0.00
H -3.691 -2.270 0.913 0.00
H -4.938 0.527 0.918 0.00
H -4.018 -1.251 -1.399 0.00
H -4.834 0.309 -1.535 0.00
H -5.707 -1.081 -0.868 0.00
C 3.028 -1.562 -2.273 0.00
C 2.834 -0.177 -2.902 0.00
N 2.277 -0.281 -4.230 0.00
C 3.235 -0.475 -5.304 0.00
C 3.852 0.855 -5.733 0.00
C 0.952 -0.351 -4.544 0.00
O 0.584 -0.730 -5.646 0.00
C -0.046 0.208 -3.585 -0.04
C -1.005 1.062 -4.175 0.08
C -1.947 1.661 -3.344 -0.04
C -1.909 1.428 -1.990 0.09
N -1.035 0.557 -1.409 -0.04
C -0.144 -0.044 -2.232 0.05
H 3.407 -1.460 -1.259 0.00
H 3.732 -2.157 -2.854 0.00
H 2.081 -2.099 -2.245 0.01
H 3.802 0.328 -2.971 -0.01
H 2.186 0.430 -2.268 0.00
H 2.692 -0.914 -6.144 0.00
H 4.013 -1.170 -4.978 0.00
H 3.070 1.532 -6.073 0.00
H 4.553 0.696 -6.548 0.00
H 4.382 1.328 -4.909 0.00
H -0.996 1.218 -5.240 0.00
H -2.700 2.313 -3.761 0.00
H -2.602 1.909 -1.307 0.02
H 0.477 -0.792 -1.755 0.05



Entry 6:
81
Properties=species:S:1:pos:R:3:mulliken_charge:R:1 method="wB97M-V/def2-TZVPD" total_charge=+1 gap_ev=6.789
Pb 1.297 0.912 -0.327 1.38
C 2.845 -1.747 3.387 -1.43
C 2.799 -0.983 2.113 0.57
N 1.670 -0.358 1.789 0.55
N 0.665 -0.498 2.603 -0.66
C -0.350 0.351 2.452 -0.20
O -0.416 1.283 1.547 -0.66
C -1.520 0.142 3.350 0.82
C -1.479 -0.947 4.264 -0.42
C -2.532 -1.203 5.089 -0.62
C -3.610 -0.330 5.182 -0.43
C -3.690 0.743 4.253 -0.81
C -2.632 0.996 3.381 -0.07
C 3.991 -0.656 1.390 0.28
C 5.279 -1.270 1.577 -0.57
C 6.285 -0.997 0.686 -0.42
C 6.126 0.022 -0.287 -0.75
C 4.830 0.637 -0.380 -0.08
N 3.856 0.303 0.405 -0.11
H 1.918 -1.565 3.938 0.25
H 3.727 -1.543 3.998 0.41
H 3.030 -2.829 3.234 0.32
H -0.623 -1.628 4.206 0.25
H -2.423 -2.031 5.843 0.30
H -4.391 -0.455 5.900 0.43
H -4.588 1.298 4.368 0.41
H -2.743 1.763 2.660 0.50
H 5.489 -2.029 2.385 0.29
H 7.181 -1.665 0.639 0.36
H 6.925 0.333 -0.926 0.45
H 4.569 1.460 -1.088 0.35
C 0.866 4.307 -1.977 -0.98
N -0.377 4.075 -1.207 0.27
C -0.456 4.729 0.076 -1.07
C -1.156 2.986 -1.457 -0.15
N -0.513 1.841 -1.830 0.06
C -1.140 0.905 -2.624 0.00
C -1.890 1.276 -3.786 -0.45
C -2.458 0.372 -4.680 -0.84
C -2.228 -0.971 -4.447 -1.03
C -1.240 -1.354 -3.463 -0.34
C -0.817 -0.521 -2.477 0.22
N 0.120 -0.853 -1.459 0.24
C 0.241 -2.156 -1.058 -0.10
N -0.870 -2.842 -0.666 0.41
C -1.107 -4.289 -0.711 -1.07
C -2.018 -2.145 -0.204 -0.93
N 1.497 -2.777 -1.026 0.47
C 2.508 -2.248 -1.955 -0.87
C 1.964 -3.897 -0.154 -1.27
N -2.464 3.121 -1.132 0.29
C -3.241 1.949 -0.614 -0.72
C -3.267 4.207 -1.702 -0.93
H 0.968 5.407 -2.147 0.35
H 0.828 3.844 -2.996 0.26
H 1.743 4.006 -1.480 0.36
H -0.521 5.775 -0.204 0.46
H 0.445 4.669 0.764 0.20
H -1.372 4.444 0.575 0.31
H -2.108 2.310 -3.843 0.53
H -3.093 0.759 -5.469 0.42
H -2.671 -1.734 -5.106 0.36
H -0.988 -2.424 -3.452 0.34
H -0.287 -4.901 -0.371 0.43
H -1.376 -4.544 -1.764 0.30
H -1.949 -4.459 0.037 0.32
H -1.891 -1.028 -0.189 0.00
H -2.374 -2.428 0.821 0.49
H -2.788 -2.391 -0.933 0.45
H 2.553 -2.787 -2.873 0.28
H 3.520 -2.257 -1.444 0.23
H 2.263 -1.219 -2.186 0.30
H 1.403 -4.069 0.797 0.33
H 3.012 -3.699 0.200 0.33
H 1.889 -4.825 -0.772 0.44
H -2.584 1.518 0.151 0.07
H -3.488 1.135 -1.346 0.21
H -4.194 2.224 -0.182 0.43
H -2.659 5.165 -1.865 0.31
H -4.110 4.340 -1.078 0.32
H -3.610 3.948 -2.722 0.28



no.,E (eV)
1,-209222.77348
2,-60330.70897
3,-60328.07172
4,-149462.25575
5,-94552.19167
6,-52457.87994